C27H43BrFeN2P2 | wB97M-V/def2-TZVPD

ORCA input file:
```
! RIJCOSX wB97M-V def2-TZVPD def2/J DEFGRID3
* xyz 2 5
N 5.69 5.81 -3.18
C 5.97 5.37 -1.94
C 5.16 4.46 -1.26
C 3.97 4.00 -1.86
C 3.72 4.42 -3.19
C 4.61 5.33 -3.80
C 3.11 3.07 -1.11
Fe 0.04 0.16 -0.04
P -1.28 -4.42 0.45
C 1.85 2.63 -1.45
C 1.54 1.30 -1.06
C 1.01 0.24 -1.88
C 1.59 -1.05 -1.73
C 2.62 -1.29 -0.80
C 2.52 -0.48 0.38
C 1.93 0.83 0.25
Br 3.72 -2.81 -0.96
H 3.63 2.62 -0.25
H 1.19 3.25 -2.07
H 5.46 4.14 -0.28
H 2.86 4.04 -3.75
H 6.86 5.78 -1.46
H 4.42 5.68 -4.82
H 0.44 0.48 -2.78
H 1.87 1.58 1.07
H 1.25 -1.85 -2.38
H 2.93 -0.83 1.30
P -1.95 0.99 0.57
C 0.44 -5.06 0.36
C 0.44 -6.51 -0.16
H 0.83 -5.03 1.38
H 1.05 -4.39 -0.28
H 1.45 -6.93 -0.15
H -0.18 -7.16 0.46
H 0.08 -6.57 -1.19
C -1.57 -3.51 -1.09
C -2.66 -4.22 -1.91
H -0.61 -3.46 -1.63
H -1.88 -2.49 -0.81
H -2.78 -3.76 -2.90
H -2.43 -5.28 -2.06
H -3.63 -4.16 -1.39
C -1.40 -3.30 1.88
C -2.22 -4.00 2.99
H -1.86 -2.36 1.58
H -0.37 -3.11 2.20
H -2.74 -3.28 3.61
H -2.95 -4.69 2.55
H -1.57 -4.60 3.65
C -2.91 1.07 2.10
C -4.10 2.05 2.01
H -2.24 1.34 2.94
H -3.26 0.04 2.34
H -3.84 3.02 2.45
H -4.42 2.22 0.98
H -4.95 1.66 2.57
C -2.93 0.16 -0.73
C -2.52 0.61 -2.12
H -4.01 0.30 -0.54
H -2.73 -0.92 -0.60
H -2.47 1.70 -2.19
H -1.53 0.21 -2.39
H -3.24 0.23 -2.85
C -1.46 2.71 0.12
C -0.96 3.56 1.30
H -2.31 3.16 -0.42
H -0.64 2.63 -0.62
H -0.18 4.24 0.94
H -1.77 4.18 1.73
H -0.52 2.97 2.11
C 0.13 0.75 4.07
C 0.17 0.03 2.84
N 0.17 -0.31 1.72
H -0.51 0.21 4.80
H -0.29 1.77 3.90
H 1.15 0.83 4.45
*
```

Orbital gap (alpha / beta)   7.30 / 3.82 eV
Expectation value of S²   6.057
HOMO level (alpha / beta)   -12.6 / -12.7 eV
E_LUMO (alpha / beta)   -5.260 / -8.912 eV
Energy above the lowest of the compared OMol25 structures with the same formula, charge and spin   2.020 eV

C20H49Cd2F18N3O8P3S2 | wB97M-V/def2-TZVPD

ORCA input file:
```
! RIJCOSX wB97M-V def2-TZVPD def2/J DEFGRID3
* xyz -1 1
Cd 0.96 0.16 2.07
Cd -1.45 1.66 -2.19
S -0.22 0.96 -0.10
O -1.60 1.31 -0.22
O 0.37 1.71 1.00
O 0.11 -0.36 0.42
O 0.27 1.20 -1.45
P 1.03 2.69 -4.92
F -0.08 2.10 -3.78
F -0.27 3.13 -5.76
F 1.24 4.03 -4.02
F 1.99 3.25 -6.09
F 2.30 1.99 -4.19
F 1.01 1.26 -5.75
P 2.14 -3.31 2.74
F 3.13 -3.16 1.43
F 0.92 -3.71 1.76
F 2.52 -4.88 2.95
F 1.21 -3.27 4.12
F 3.44 -2.87 3.58
F 1.79 -1.76 2.40
P -2.63 4.20 -2.14
F -2.35 3.66 -3.64
F -4.10 4.67 -2.45
F -3.23 2.71 -1.83
F -2.86 4.83 -0.65
F -1.18 3.68 -1.79
F -2.02 5.66 -2.60
C 0.78 -0.85 5.56
C -0.53 -0.94 4.85
N -0.57 0.03 3.71
C -0.87 1.29 4.39
C -0.93 2.54 3.51
C -1.83 -0.34 3.03
C -1.83 -1.68 2.45
H 1.59 -0.75 4.84
H 1.00 -1.74 6.15
H 0.70 -0.02 6.27
H -0.62 -2.00 4.59
H -1.35 -0.77 5.55
H -1.74 1.14 5.02
H -0.08 1.57 5.08
H 0.09 2.70 3.14
H -1.68 2.44 2.73
H -1.19 3.42 4.10
H -2.11 0.47 2.36
H -2.63 -0.36 3.77
H -0.88 -2.04 2.04
H -2.57 -1.71 1.65
H -2.19 -2.49 3.07
C -3.66 -0.01 -5.58
C -2.93 0.78 -4.48
N -2.59 0.12 -3.14
C -3.98 -0.15 -2.46
C -3.99 -0.78 -0.98
C -1.80 -1.12 -3.39
C -0.38 -0.94 -3.94
H -3.04 -0.84 -5.92
H -3.75 0.60 -6.48
H -4.58 -0.55 -5.38
H -2.05 1.22 -4.94
H -3.66 1.59 -4.37
H -4.39 -0.97 -3.05
H -4.71 0.66 -2.50
H -3.65 -1.81 -1.02
H -4.99 -0.62 -0.57
H -3.34 -0.19 -0.34
H -1.68 -1.57 -2.41
H -2.30 -1.92 -3.94
H -0.51 -0.57 -4.96
H 0.30 -0.24 -3.46
H 0.21 -1.86 -3.93
C 3.07 1.75 4.31
C 3.81 0.83 3.33
N 3.12 0.82 1.99
C 3.25 2.16 1.40
C 4.68 2.89 1.49
C 3.88 -0.14 1.12
C 3.29 -0.41 -0.29
H 2.05 1.45 4.59
H 3.07 2.81 4.07
H 3.67 1.81 5.22
H 4.86 1.12 3.25
H 3.85 -0.16 3.80
H 2.88 2.24 0.38
H 2.45 2.78 1.80
H 4.47 3.86 1.05
H 5.11 3.09 2.47
H 5.48 2.36 0.97
H 4.10 -1.10 1.59
H 4.94 0.05 0.94
H 3.96 -0.85 -1.03
H 2.87 0.45 -0.80
H 2.39 -1.02 -0.37
C -0.66 -3.93 -0.94
C 0.74 -4.26 -1.40
O 0.58 -5.32 -2.20
S -0.73 -5.16 -3.25
O -1.58 -6.40 -3.46
O -0.38 -4.24 -4.33
O -1.52 -4.33 -2.03
H -0.83 -2.90 -0.61
H -0.95 -4.57 -0.10
H 1.38 -4.47 -0.55
H 1.21 -3.44 -1.95
*
```

Orbital gap   9.99 eV
HOMO level   -8.0 eV
E_LUMO   1.958 eV

C27H25F6N2O20S | wB97M-V/def2-TZVPD

ORCA input file:
```
! RIJCOSX wB97M-V def2-TZVPD def2/J DEFGRID3
* xyz -1 1
C 6.14 3.64 1.73
C 4.92 3.74 1.01
N 3.49 3.39 0.57
S 3.57 3.52 -1.20
C 2.51 4.48 0.96
C 2.80 5.13 2.47
O 2.60 6.45 2.65
O 3.20 4.36 3.66
C 1.00 3.85 1.03
C -0.40 4.69 0.72
C -1.91 4.11 0.83
N -2.14 2.68 1.21
C -0.92 1.87 1.47
C 0.66 2.26 1.43
H 7.16 3.55 2.34
H 3.41 2.19 -1.70
H 2.56 5.36 0.19
H -0.28 5.83 0.41
H -2.84 4.81 0.62
H -1.14 0.74 1.80
H 1.53 1.50 1.69
C 0.80 6.56 -4.56
C 1.03 5.12 -4.24
O 0.60 5.02 -2.90
C -0.37 5.97 -2.76
O -1.16 6.01 -1.84
O -0.33 6.88 -3.79
F 2.34 4.82 -4.28
H 1.64 7.20 -4.26
H 0.61 6.72 -5.63
H 0.46 4.43 -4.86
C -1.70 -1.01 -1.69
C -1.05 -2.35 -1.56
O 0.24 -2.04 -1.06
C 0.07 -0.90 -0.34
O 0.88 -0.47 0.46
O -1.12 -0.29 -0.63
F -0.90 -2.93 -2.77
H -1.47 -0.52 -2.64
H -2.79 -1.07 -1.58
H -1.56 -3.03 -0.88
C 2.28 -0.39 -4.45
C 2.43 0.98 -5.02
O 1.18 1.23 -5.62
C 0.29 0.51 -4.89
O -0.92 0.67 -4.93
O 0.91 -0.43 -4.11
F 3.38 1.00 -5.99
H 2.49 -1.18 -5.18
H 2.91 -0.55 -3.57
H 2.65 1.75 -4.28
C 0.18 -6.20 1.75
C 0.33 -4.83 1.18
O -0.92 -4.58 0.58
C -1.81 -5.30 1.31
O -3.02 -5.13 1.27
O -1.19 -6.23 2.09
F 1.28 -4.81 0.21
H 0.39 -6.98 1.02
H 0.81 -6.35 2.63
H 0.55 -4.05 1.92
C 1.93 -6.76 7.02
C 0.91 -7.37 6.12
O 0.81 -6.44 5.06
C 2.05 -5.86 4.98
O 2.44 -5.22 4.02
O 2.79 -6.10 6.10
F -0.29 -7.43 6.73
H 1.51 -6.03 7.71
H 2.48 -7.52 7.59
H 1.18 -8.35 5.72
C -6.08 0.35 0.66
C -7.13 -0.62 0.23
O -6.57 -1.23 -0.91
C -5.22 -1.18 -0.71
O -4.41 -1.84 -1.34
O -4.89 -0.30 0.28
F -8.26 0.02 -0.14
H -6.16 1.31 0.13
H -6.11 0.54 1.74
H -7.36 -1.39 0.98
*
```

Orbital gap   5.61 eV
HOMO level   -4.1 eV
E_LUMO   1.494 eV

C3H13NO3 | wB97M-V/def2-TZVPD

ORCA input file:
```
! RIJCOSX wB97M-V def2-TZVPD def2/J DEFGRID3
* xyz -1 2
C -2.45 -0.41 0.59
C -0.97 -0.45 1.14
C 0.08 1.44 2.01
N -0.60 0.93 1.11
H -2.76 -1.33 0.17
H -3.05 -0.24 1.50
H -2.59 0.39 -0.12
H -0.39 -1.15 0.67
H -1.07 -0.90 2.16
H 0.29 1.02 3.03
H 0.67 2.37 1.69
H 2.87 -1.73 -0.94
H 4.32 -1.75 -1.48
O 3.74 -2.11 -0.77
H -1.13 1.64 -2.25
H -0.59 1.06 -0.99
O -0.55 1.01 -1.95
H 1.61 0.56 -1.20
H 1.05 -0.08 -2.61
O 1.52 -0.27 -1.76
*
```

Orbital gap (alpha / beta)   3.01 / 7.93 eV
Expectation value of S²   0.752
HOMO level (alpha / beta)   0.8 / -4.4 eV
E_LUMO (alpha / beta)   3.785 / 3.581 eV
Energy above the lowest of the compared OMol25 structures with the same formula, charge and spin   1.288 eV

C4H12NO2 | wB97M-V/def2-TZVPD

ORCA input file:
```
! RIJCOSX wB97M-V def2-TZVPD def2/J DEFGRID3
* xyz 1 1
C -0.66 -2.71 -2.39
C -0.24 -2.02 -1.13
C -1.10 -1.60 -0.19
N -0.77 -0.36 0.42
C -1.63 0.41 0.98
H -1.75 -2.64 -2.42
H -0.43 -1.99 -3.20
H -0.20 -3.67 -2.58
H 0.83 -1.77 -1.11
H -2.13 -1.92 -0.10
H 0.21 -0.09 0.33
H -1.23 1.32 1.41
H -2.67 0.13 0.89
H 2.29 4.47 1.25
H 0.83 4.19 1.18
O 1.66 3.81 0.94
H 2.48 0.46 0.92
H 2.08 1.88 1.25
O 1.70 1.02 0.99
*
```

Orbital gap   9.27 eV
HOMO level   -13.9 eV
E_LUMO   -4.611 eV
Energy above the lowest of the compared OMol25 structures with the same formula, charge and spin   2.272 eV

C7H7NO | wB97M-V/def2-TZVPD

ORCA input file:
```
! RIJCOSX wB97M-V def2-TZVPD def2/J DEFGRID3
* xyz 0 1
C 4.21 0.25 0.04
C 1.93 1.33 -0.29
C 2.87 0.47 0.06
C 1.57 -1.27 0.13
C 0.49 0.95 -0.09
C 0.31 -0.51 0.48
C -0.89 -1.37 -0.09
N 5.35 0.01 0.03
O 1.89 -2.32 -0.26
H 2.07 2.34 -0.69
H 0.05 1.69 0.63
H -0.15 1.40 -0.98
H 0.29 -0.53 1.53
H -0.84 -1.32 -1.20
H -1.91 -1.04 0.25
H -0.84 -2.48 0.16
*
```

Orbital gap   9.29 eV
HOMO level   -8.8 eV
E_LUMO   0.503 eV
Energy above the lowest of the compared OMol25 structures with the same formula, charge and spin   2.736 eV

C24H18AuCl5N3Sb | wB97M-V/def2-TZVPD

ORCA input file:
```
! RIJCOSX wB97M-V def2-TZVPD def2/J DEFGRID3
* xyz 2 1
Au 0.42 0.00 0.17
C 1.19 3.10 -0.95
C -0.23 2.98 -0.49
C -1.13 4.02 -0.67
C -2.43 3.89 -0.24
C -2.81 2.72 0.41
C -1.89 1.70 0.58
N -0.63 1.85 0.12
Sb -2.56 -0.01 1.74
C -0.77 -0.01 2.92
C -0.89 -0.02 4.30
C 0.27 -0.01 5.07
C 1.49 0.00 4.44
C 1.56 0.01 3.05
C 2.88 0.04 2.34
N 0.43 0.00 2.32
C -1.89 -1.71 0.58
C -2.82 -2.73 0.40
C -2.44 -3.90 -0.24
C -1.14 -4.03 -0.68
C -0.23 -2.99 -0.50
C 1.18 -3.11 -0.95
N -0.63 -1.86 0.11
H 1.48 4.15 -1.00
H 1.87 2.59 -0.26
H 1.32 2.67 -1.94
H -0.79 4.93 -1.16
H -3.14 4.69 -0.39
H -3.82 2.60 0.78
H -1.86 -0.03 4.76
H 0.21 -0.02 6.15
H 2.41 0.01 5.01
H 3.69 0.09 3.06
H 3.01 -0.87 1.75
H 2.95 0.90 1.69
H -3.82 -2.60 0.77
H -3.15 -4.70 -0.39
H -0.80 -4.94 -1.16
H 1.47 -4.16 -1.03
H 1.31 -2.66 -1.94
H 1.86 -2.62 -0.25
Cl -2.20 -0.01 -2.20
C -0.56 0.00 -2.74
C 0.49 0.00 -1.85
C 1.79 0.00 -2.32
Cl 3.05 -0.01 -1.12
C 2.09 0.00 -3.67
Cl 3.72 0.01 -4.19
C 1.03 0.01 -4.58
Cl 1.35 0.02 -6.25
C -0.29 0.01 -4.12
Cl -1.58 0.02 -5.24
*
```

Orbital gap   6.73 eV
HOMO level   -14.5 eV
E_LUMO   -7.766 eV
Energy above the lowest of the compared OMol25 structures with the same formula, charge and spin   0.000 eV

C31H26Cl2F2N10O2PV | wB97M-V/def2-TZVPD

ORCA input file:
```
! RIJCOSX wB97M-V def2-TZVPD def2/J DEFGRID3
* xyz -1 4
V 0.20 -0.68 -0.70
Cl 3.29 -3.25 -5.76
C 2.98 -2.67 -4.16
C 2.28 -1.48 -4.00
C 1.97 -1.01 -2.72
N 1.17 0.08 -2.44
C 1.25 1.13 -3.26
O 2.05 1.27 -4.20
C 0.31 2.27 -3.01
C 0.30 3.30 -3.97
C -0.52 4.39 -3.79
C -1.32 4.43 -2.66
C -1.26 3.35 -1.78
N -0.47 2.31 -1.94
C 2.45 -1.73 -1.60
C 3.19 -2.90 -1.78
C 3.42 -3.38 -3.06
Cl 4.28 -4.87 -3.25
N 2.12 -1.23 -0.35
C 3.10 -1.11 0.54
O 4.30 -1.36 0.33
C 2.75 -0.62 1.91
C 3.80 -0.42 2.82
C 3.52 0.02 4.09
C 2.19 0.26 4.44
C 1.23 0.02 3.49
N 1.48 -0.41 2.27
H 1.95 -0.94 -4.87
H 0.96 3.21 -4.82
H -0.54 5.20 -4.51
H -1.97 5.27 -2.47
H -1.87 3.33 -0.89
H 3.57 -3.44 -0.93
H 4.80 -0.63 2.49
H 4.31 0.19 4.82
H 1.92 0.63 5.42
H 0.17 0.18 3.71
C -1.93 -2.23 4.08
N -1.25 -2.33 2.82
C -0.32 -3.27 2.48
C 0.20 -2.90 1.27
N -0.37 -1.74 0.87
C -1.25 -1.40 1.81
P -2.29 0.06 1.70
C -2.58 -0.03 -0.08
N -1.65 -0.12 -1.02
C -2.28 0.00 -2.21
C -3.62 0.15 -2.00
N -3.82 0.15 -0.65
C -5.05 0.24 0.08
C -0.94 1.27 1.52
N 0.09 1.18 0.70
C 0.80 2.32 0.86
C 0.18 3.13 1.77
N -0.93 2.45 2.20
C -1.90 2.82 3.18
H -1.66 -3.08 4.70
H -1.64 -1.31 4.59
H -3.01 -2.22 3.93
H -0.11 -4.11 3.11
H 0.96 -3.38 0.69
H -1.74 -0.04 -3.13
H -4.44 0.24 -2.69
H -5.88 0.32 -0.62
H -5.18 -0.65 0.70
H -5.04 1.12 0.73
H 1.70 2.49 0.31
H 0.43 4.10 2.14
H -1.69 3.80 3.59
H -2.90 2.82 2.75
H -1.89 2.09 4.00
F -0.65 -2.15 -3.02
C -0.37 -2.37 -1.70
F -1.60 -2.83 -1.20
H 0.27 -3.28 -1.69
*
```

Orbital gap (alpha / beta)   4.19 / 5.92 eV
Expectation value of S²   3.773
HOMO level (alpha / beta)   -2.2 / -4.0 eV
E_LUMO (alpha / beta)   1.956 / 1.945 eV
Energy above the lowest of the compared OMol25 structures with the same formula, charge and spin   1.221 eV

C13H15N3O2S | wB97M-V/def2-TZVPD

ORCA input file:
```
! RIJCOSX wB97M-V def2-TZVPD def2/J DEFGRID3
* xyz 0 1
C 4.71 0.96 -3.25
C 5.01 1.64 -1.92
C 4.97 0.65 -0.75
C 3.62 0.07 -0.57
N 3.34 -1.18 -0.64
N 2.06 -1.48 -0.45
C 1.34 -0.44 -0.23
N -0.01 -0.50 0.00
C -0.77 0.62 0.23
O -0.27 1.72 0.22
C -2.22 0.36 0.46
C -3.11 1.37 0.11
C -4.47 1.19 0.31
C -4.93 0.01 0.86
C -4.04 -1.00 1.24
O -4.60 -2.10 1.80
C -3.77 -3.16 2.21
C -2.68 -0.82 1.03
S 2.20 1.07 -0.23
H 3.72 0.50 -3.23
H 5.44 0.17 -3.45
H 4.75 1.68 -4.06
H 4.27 2.43 -1.74
H 6.00 2.10 -1.96
H 5.66 -0.17 -0.93
H 5.26 1.16 0.17
H -0.43 -1.42 -0.06
H -2.72 2.28 -0.32
H -5.16 1.96 0.03
H -5.99 -0.15 1.03
H -3.22 -3.59 1.37
H -3.07 -2.83 2.99
H -4.44 -3.91 2.63
H -1.98 -1.58 1.35
*
```

Orbital gap   9.14 eV
HOMO level   -8.9 eV
E_LUMO   0.215 eV
SMILES string   CCCc1nnc(NC(=O)c2cccc(OC)c2)s1
Energy above the lowest of the compared OMol25 structures with the same formula, charge and spin   1.291 eV

C6H10O | wB97M-V/def2-TZVPD

ORCA input file:
```
! RIJCOSX wB97M-V def2-TZVPD def2/J DEFGRID3
* xyz 0 1
C 1.47 -1.00 1.21
C 0.14 -0.31 0.98
O 0.30 1.13 1.34
C -0.19 1.48 0.07
C 0.59 0.94 -1.08
C -0.41 0.05 -0.40
C -1.67 -0.52 -1.01
H 1.44 -2.08 1.04
H 2.25 -0.57 0.58
H 1.74 -0.81 2.25
H -0.65 -0.77 1.58
H -0.83 2.35 -0.04
H 0.26 1.33 -2.04
H 1.65 0.74 -1.01
H -1.50 -1.36 -1.69
H -2.35 -0.86 -0.22
H -2.18 0.27 -1.57
*
```

Orbital gap   9.98 eV
HOMO level   -8.9 eV
E_LUMO   1.057 eV
Energy above the lowest of the compared OMol25 structures with the same formula, charge and spin   1.687 eV